(1)
A single C18H12F2N4O3 molecule at a distorted geometry, computed with ωB97M-V/def2-TZVPD.

The calculation puts the molecular weight at 370.31 g/mol. As for the SMILES: Nc1nc(Nc2ccccc2[N+](=O)[O-])ccc1C(=O)c1c(F)cccc1F. The calculation puts the energy relative to the best compared isomer or geometry (same formula, charge and spin) at 0.0 kJ/mol. The value obtained for the total energy is -1337.46401 a.u. As for the charge: 0. The max |F| is 5.1 eV/Å.

Structure (XYZ):
```
39
Properties=species:S:1:pos:R:3:forces:R:3:nbo_charge:R:1
O 0.9477 3.5839 -0.6954 -2.67 -2.35 2.08 -0.57
O -1.3109 -5.2480 0.1473 0.17 -0.11 0.30 -0.38
O -2.0951 -3.8215 -1.2284 -0.60 0.79 -0.77 -0.33
F -2.8163 3.0251 -0.2365 1.49 0.52 0.67 -0.33
F 1.0142 4.6709 2.1204 -0.60 0.24 0.04 -0.31
N 1.4142 -0.6307 -0.2712 -2.11 0.31 1.40 -0.53
C 0.1651 2.9229 0.0644 2.47 1.18 0.17 0.58
C 1.2734 0.7007 -0.2745 1.54 -0.35 -2.16 0.47
C 0.3507 -1.2358 0.2930 2.91 -0.31 -1.12 0.42
C -0.7490 -0.6310 0.7583 -2.62 1.20 2.02 -0.37
C -2.5564 5.2023 2.6034 0.43 2.12 0.44 -0.18
C 2.8213 -4.0860 -2.0635 -1.47 -1.70 -0.82 -0.20
C 1.9234 -5.0052 -2.6758 -0.86 0.46 -1.51 -0.19
C -3.0277 4.4985 1.5392 -0.64 -1.20 -0.70 -0.29
C -1.2078 5.3953 2.6404 2.80 -0.33 0.98 -0.28
C -0.7418 0.7168 0.9089 -1.43 0.31 -0.23 -0.05
C 2.2641 -3.3276 -1.0636 1.73 1.22 1.90 -0.20
C 0.4973 -5.0326 -2.4145 1.43 -0.04 1.76 -0.20
C -2.1593 3.7668 0.7337 -1.09 -0.04 0.52 0.43
C -0.3188 4.6032 1.9083 -0.09 0.73 0.63 0.43
C 0.2494 1.4473 0.3710 2.29 2.69 -2.28 -0.32
C -0.7754 3.7277 0.9754 -1.16 -1.26 -2.81 -0.27
C 0.9968 -3.4476 -0.6141 -3.16 0.14 0.15 0.16
C 0.0816 -4.3304 -1.2780 4.63 1.15 -1.66 0.04
N 2.1996 1.2313 -1.1030 0.26 1.05 -0.08 -0.77
N 0.4518 -2.5575 0.4089 0.18 -4.56 0.07 -0.60
N -1.1844 -4.4590 -0.7777 -2.80 -1.04 1.68 0.50
H -1.6566 -1.0995 1.0934 0.13 -0.83 -0.03 0.23
H -3.0981 5.8426 3.3256 -0.32 -0.78 -0.85 0.23
H 3.8844 -4.0132 -2.3253 -0.65 -0.16 0.05 0.24
H 2.2407 -5.6157 -3.5446 0.02 0.39 0.77 0.22
H -4.0726 4.4659 1.3162 -0.47 -0.22 -0.10 0.23
H -0.7191 6.1019 3.3024 -0.27 -0.08 0.26 0.23
H -1.6121 1.2399 1.2322 -0.56 0.11 0.56 0.22
H 2.8149 -2.6477 -0.3956 0.26 -0.25 -0.96 0.25
H -0.2590 -5.6967 -2.8656 0.91 0.30 -0.15 0.24
H 2.7938 0.5871 -1.6116 -0.37 0.17 0.31 0.40
H 2.1042 2.1852 -1.4185 0.09 0.02 0.23 0.43
H -0.1282 -3.0294 1.1146 0.21 0.51 -0.77 0.41
```
Forces are in eV/Å.



(2)
2 unconnected molecules or ions with the total composition C4H11N3O2 at a distorted geometry, computed with ωB97M-V/def2-TZVPD.

The calculation puts the molecular weight at 133.15 g/mol. As for the SMILES: [H]/N=C(\N)NC.CC(=O)O. The calculation puts the energy relative to the best compared isomer or geometry (same formula, charge and spin) at 173.4 kJ/mol. The value obtained for the total energy is -473.73674 a.u. As for the charge: 0. The max |F| is 4.1 eV/Å.

Structure (XYZ):
```
20
Properties=species:S:1:pos:R:3:forces:R:3:nbo_charge:R:1
C 1.6814 2.5584 0.5508 0.18 0.99 0.34 -0.42
C 1.0579 0.1544 0.5147 0.87 -2.08 -3.41 0.60
N 0.2351 -0.6662 -0.0616 0.64 2.62 0.06 -0.85
N 0.7305 1.4752 0.5669 0.31 -0.22 1.42 -0.61
N 2.3555 -0.3055 0.6738 0.99 1.34 1.39 -0.86
H -1.0915 -1.2100 0.7747 -0.54 -0.60 -0.97 0.52
H 0.5644 -1.5995 -0.2539 0.34 0.02 0.55 0.37
H -0.1903 1.6753 0.1968 0.28 -0.20 0.13 0.41
H 3.0619 0.1238 1.2583 -0.47 0.22 -0.18 0.39
H 2.7336 -1.0299 0.0941 -0.58 -0.19 -0.08 0.40
H 2.0648 2.7478 -0.4624 0.06 -0.02 0.23 0.19
H 2.5407 2.5129 1.2567 -0.66 -0.62 -0.45 0.21
H 1.1391 3.4469 0.8998 0.16 -0.05 -0.32 0.21
C -2.7735 -0.8666 -1.0137 0.39 0.07 -0.87 -0.75
C -2.0373 -2.1634 -0.7003 0.13 1.48 0.64 0.81
O -1.3867 -2.1111 0.4732 -1.43 -1.96 0.97 -0.73
O -1.9731 -3.1173 -1.4225 -0.15 -0.23 0.03 -0.59
H -3.4027 -1.0347 -1.9012 -0.03 0.17 0.55 0.23
H -1.9999 -0.1180 -1.3027 -0.44 -0.52 0.28 0.24
H -3.3099 -0.4724 -0.1414 -0.02 -0.23 -0.34 0.22
```
Forces are in eV/Å.



(3)
A molecular structure, C45H43F4N6P2Se2Y, computed with ωB97M-V/def2-TZVPD.

The calculation puts the molecular weight at 1052.65 g/mol. The calculation puts the energy relative to the best compared isomer or geometry (same formula, charge and spin) at 133.4 kJ/mol. The value obtained for the total energy is -7992.51970 a.u. As for the charge: 0. The max |F| is 0.9 eV/Å.

Structure (XYZ):
```
103
Properties=species:S:1:pos:R:3:forces:R:3:mulliken_charge:R:1
Y 0.2982 -1.9693 -1.3159 -0.56 -0.22 0.72 0.74
C -0.9560 -5.7976 -2.2797 0.00 0.01 0.01 -1.16
N -0.3628 -4.6798 -3.0022 -0.02 -0.07 -0.01 1.10
C -0.8975 -4.6273 -4.3561 -0.01 -0.04 -0.07 -1.36
C 1.0907 -4.7953 -3.0620 -0.02 0.04 0.02 -1.10
C 1.7408 -4.8833 -1.6798 -0.34 -0.12 0.09 -0.98
N 1.0372 -3.9978 -0.7577 0.56 0.24 0.30 0.33
C 1.0723 -4.2686 0.5877 -0.03 -0.10 -0.29 -0.43
C 0.1014 -3.6789 1.4051 0.02 -0.17 0.06 0.44
F -0.8363 -2.8825 0.7773 0.05 0.17 -0.16 -0.14
C 0.0729 -3.7866 2.7705 -0.22 0.05 0.01 0.07
F -0.8828 -3.1310 3.4501 0.02 0.02 0.01 -0.38
C 0.9982 -4.5606 3.4385 -0.01 -0.01 0.05 -0.64
C 1.9461 -5.1911 2.6613 0.06 -0.06 -0.02 0.22
F 2.8847 -5.9455 3.2496 -0.02 0.01 0.00 -0.32
C 1.9903 -5.0616 1.2852 0.14 -0.03 0.08 0.58
F 3.0117 -5.6542 0.6346 0.02 0.01 0.00 -0.34
H -0.6735 -6.7683 -2.7181 -0.01 0.01 -0.01 0.35
H -2.0430 -5.7136 -2.3181 0.00 -0.01 0.00 0.38
H -0.6508 -5.7818 -1.2350 0.01 0.00 0.00 0.15
H -0.6427 -5.5352 -4.9253 -0.02 -0.01 0.01 0.44
H -0.5035 -3.7579 -4.8825 -0.01 -0.07 0.00 0.26
H -1.9851 -4.5407 -4.3224 0.04 0.01 -0.01 0.35
H 1.4596 -3.9263 -3.6208 -0.01 0.01 0.01 0.21
H 1.3881 -5.6901 -3.6328 0.04 0.04 -0.07 0.45
H 2.8002 -4.6303 -1.7714 0.06 -0.10 -0.03 0.52
H 1.6950 -5.9188 -1.3341 -0.02 0.01 0.01 0.47
H 0.9905 -4.6581 4.5138 0.00 0.01 -0.03 0.49
Se 4.1109 1.8356 3.7672 -0.04 0.03 -0.08 -0.37
P 2.0835 1.9817 3.2360 0.04 -0.04 0.00 0.15
C 1.6439 3.6577 2.6836 0.13 0.17 0.11 0.51
C 0.4891 4.2963 3.1325 0.09 0.17 0.29 -0.05
C 0.2497 5.6221 2.7989 0.21 -0.05 0.28 -0.72
C 1.1462 6.3111 1.9952 0.18 -0.02 0.01 -0.70
C 2.2984 5.6800 1.5423 -0.11 0.07 0.00 -0.81
C 2.5576 4.3680 1.9071 -0.08 -0.02 0.14 -0.42
C 0.9162 1.6280 4.5752 0.03 0.00 0.11 0.28
C 1.0450 2.3737 5.7479 -0.01 -0.06 0.02 -0.28
C 0.1739 2.1645 6.8038 0.00 0.00 -0.03 -0.72
C -0.8223 1.1991 6.7019 0.02 0.01 0.01 -0.51
C -0.9405 0.4437 5.5463 -0.02 0.00 -0.01 -0.88
C -0.0729 0.6564 4.4817 -0.06 0.04 0.00 -0.02
C 1.6257 0.7855 1.9534 0.44 -0.27 0.71 0.84
C 1.1702 0.8069 0.6605 -0.16 0.33 -0.32 -1.41
N 1.1462 -0.4704 0.2363 0.17 -0.14 0.19 0.90
N 1.5627 -1.2461 1.2362 0.24 0.27 0.15 0.16
N 1.8628 -0.5200 2.2781 -0.10 0.00 -0.36 -1.17
P 0.5431 2.0490 -0.4436 -0.27 0.22 -0.08 0.53
Se -0.6089 1.1369 -1.9883 0.27 -0.24 0.17 -0.39
C 1.9505 2.9479 -1.1213 0.01 0.02 -0.13 1.01
C 3.2478 2.6598 -0.7122 0.03 0.04 -0.02 -0.30
C 4.3213 3.3109 -1.3055 0.01 -0.02 0.02 -0.65
C 4.1017 4.2468 -2.3038 -0.01 0.01 -0.01 -0.54
C 2.8075 4.5184 -2.7338 0.00 -0.01 0.02 -0.94
C 1.7350 3.8593 -2.1574 0.01 -0.02 0.05 -0.58
C -0.5095 3.1221 0.5644 -0.20 0.02 -0.30 0.65
C -0.7581 4.4369 0.1830 -0.06 -0.11 -0.12 -0.41
C -1.7693 5.1578 0.8015 -0.16 -0.17 -0.12 -0.94
C -2.5304 4.5720 1.8030 -0.07 -0.09 -0.13 -0.57
C -2.2766 3.2628 2.1926 -0.08 -0.02 -0.13 -0.73
C -1.2753 2.5350 1.5695 -0.24 -0.02 -0.13 -0.30
H -0.2260 3.7619 3.7477 0.19 0.13 -0.01 0.42
H -0.6428 6.1143 3.1652 0.09 -0.02 0.01 0.45
H 0.9526 7.3437 1.7312 0.02 0.00 0.00 0.44
H 3.0103 6.2158 0.9266 0.00 0.00 0.02 0.45
H 3.4946 3.9057 1.6381 0.07 -0.05 -0.04 0.47
H 1.8387 3.1074 5.8298 -0.01 0.00 0.00 0.42
H 0.2744 2.7492 7.7092 0.01 -0.01 -0.01 0.40
H -1.4964 1.0275 7.5318 0.01 0.01 -0.01 0.40
H -1.7032 -0.3212 5.4702 0.02 0.00 0.00 0.46
H -0.1588 0.0478 3.5921 -0.01 -0.02 0.03 0.42
H 3.4303 1.9297 0.0657 0.01 -0.01 0.05 0.47
H 5.3296 3.0783 -0.9859 -0.03 0.02 0.00 0.46
H 4.9414 4.7540 -2.7627 -0.02 -0.01 0.00 0.41
H 2.6374 5.2265 -3.5345 0.00 0.00 0.01 0.44
H 0.7314 4.0235 -2.5313 0.02 0.00 -0.01 0.47
H -0.1643 4.9024 -0.5936 -0.02 0.00 0.03 0.35
H -1.9638 6.1782 0.4977 0.02 0.01 0.02 0.48
H -3.3215 5.1355 2.2810 0.00 0.00 0.01 0.43
H -2.8646 2.8039 2.9776 0.01 -0.01 0.01 0.49
H -1.0962 1.5068 1.8588 -0.03 0.02 0.00 0.61
C -3.9992 -0.2652 -1.9245 0.01 -0.02 -0.04 -0.97
N -4.0052 -1.6625 -2.3188 -0.12 -0.13 0.14 -0.05
C -4.8488 -2.4506 -1.4382 0.01 0.04 0.00 -0.98
C -2.6856 -2.2255 -2.4186 0.12 0.14 -0.48 -0.37
C -1.8452 -1.6850 -3.5698 -0.01 0.07 0.00 0.23
C -2.4738 -1.3215 -4.7570 -0.01 -0.04 -0.01 -0.66
C -1.7169 -0.9174 -5.8499 0.04 -0.02 0.03 -0.86
C -0.3305 -0.8808 -5.7560 -0.05 -0.06 0.02 -0.86
C 0.2810 -1.2272 -4.5566 -0.11 0.06 -0.08 -0.73
C -0.4487 -1.6280 -3.4321 -0.15 0.13 -0.88 1.01
H -5.0219 0.1121 -1.9137 0.00 -0.01 0.01 0.43
H -3.4211 0.3260 -2.6320 0.01 -0.01 -0.01 0.18
H -3.5600 -0.1192 -0.9236 0.00 0.00 0.01 0.27
H -5.8584 -2.0398 -1.4328 0.01 0.00 0.00 0.37
H -4.4784 -2.4598 -0.3989 0.00 0.00 0.00 0.31
H -4.9004 -3.4802 -1.7932 0.01 0.00 0.00 0.33
H -2.7825 -3.3070 -2.5459 0.02 -0.02 0.09 0.17
H -2.1448 -2.0927 -1.4414 -0.05 0.02 0.11 0.26
H -3.5557 -1.3602 -4.8217 0.03 0.01 -0.01 0.44
H -2.2088 -0.6306 -6.7714 0.01 -0.02 0.01 0.40
H 0.2656 -0.5765 -6.6086 -0.01 0.01 0.01 0.44
H 1.3667 -1.1566 -4.5025 0.00 0.02 -0.02 0.39
```
Forces are in eV/Å.